C12H36CrF6N9O14P2S6 as an isolated structure in a non-equilibrium geometry, computed with ωB97M-V/def2-TZVPD.

Structure (XYZ):
```
86
Properties=species:S:1:pos:R:3:forces:R:3
Cr 0.000 -0.004 0.159 -0.091 -0.518 -0.313
N -0.186 -1.504 1.722 0.965 0.427 -0.999
S -0.354 -3.158 1.374 -2.567 0.736 -2.079
O -0.923 -3.723 2.554 -0.284 -0.730 -2.013
O 0.616 -3.720 0.484 -0.600 0.320 1.598
F -1.668 -3.036 0.173 2.116 0.248 2.519
S 0.540 -1.366 3.218 -1.956 -2.802 1.624
O 0.896 -2.684 3.625 1.451 0.533 -0.019
O -0.254 -0.650 4.142 -0.012 1.198 -0.642
F 1.850 -0.628 2.996 0.540 0.875 -0.703
N 0.411 -0.179 -3.202 0.263 4.742 -0.785
S -0.474 0.901 -4.027 0.363 -1.051 -0.923
O -0.957 0.196 -5.158 -0.545 0.321 -0.541
O 0.154 2.187 -4.199 -0.404 -1.651 1.083
F -1.817 1.197 -3.170 1.288 -0.153 0.088
S 0.351 -1.635 -2.933 1.031 -1.110 -1.105
O 1.554 -2.376 -3.163 -0.226 0.877 0.680
O -0.864 -2.253 -3.178 -2.473 -1.747 -0.967
F 0.212 -1.478 -1.315 0.489 -0.389 2.555
N -0.242 2.153 0.843 0.024 -3.318 -4.301
S -0.322 2.556 2.263 -2.831 2.497 7.919
O -0.773 3.886 2.399 -0.275 1.291 -0.830
O 0.678 2.153 3.163 1.474 -1.233 -0.408
F -1.621 1.735 2.964 1.300 0.345 -2.060
S 0.241 3.069 -0.377 2.026 0.472 -3.292
O 1.553 3.598 -0.230 -0.353 -0.368 1.154
O -0.602 3.775 -1.273 -1.190 -0.038 1.573
F 0.466 1.726 -1.310 -0.269 -0.410 0.871
O -1.799 -0.028 -0.302 -1.752 0.360 0.434
P -3.366 0.028 0.063 3.170 -0.050 2.187
N -3.684 1.506 0.700 -0.348 -1.326 -0.023
C -3.253 2.761 0.074 -0.705 -0.331 0.034
C -4.706 1.678 1.758 0.843 0.334 0.043
N -3.714 -1.100 1.236 -0.787 0.536 -1.063
C -3.449 -1.006 2.682 1.113 0.054 -0.678
C -4.388 -2.383 0.899 0.922 0.978 -0.820
N -4.078 -0.223 -1.326 -0.411 -0.872 -1.069
C -5.321 0.397 -1.736 0.568 1.105 -0.153
C -3.538 -1.123 -2.359 -0.708 0.089 -0.474
H -4.121 3.353 -0.216 -0.191 -0.081 -0.208
H -2.585 2.688 -0.783 -0.181 -0.516 0.140
H -2.784 3.305 0.851 0.753 0.873 0.627
H -4.284 2.200 2.628 0.082 0.241 -0.403
H -5.090 0.757 2.199 -0.060 0.010 -0.754
H -5.459 2.280 1.280 -0.819 0.195 0.343
H -2.957 -0.056 2.950 -0.228 -0.508 -0.144
H -4.404 -1.090 3.173 -0.291 -0.052 0.555
H -2.785 -1.851 2.974 -0.466 0.588 -0.036
H -3.782 -3.087 1.432 -0.267 -0.926 0.256
H -5.445 -2.404 1.147 -0.070 0.063 0.373
H -4.283 -2.610 -0.169 -0.019 0.094 0.263
H -5.280 1.468 -1.572 0.047 0.298 -0.052
H -5.437 0.225 -2.790 0.022 0.052 -0.519
H -6.216 0.067 -1.284 -0.892 -0.875 0.896
H -3.433 -0.509 -3.266 0.209 -0.494 0.185
H -4.276 -1.910 -2.548 0.055 0.038 -0.060
H -2.608 -1.606 -2.114 0.198 0.212 0.296
O 1.884 -0.049 0.124 -1.173 0.507 0.255
P 3.389 -0.052 -0.065 -1.352 0.885 0.525
N 3.760 1.016 -1.261 0.804 -0.535 0.292
C 3.202 1.052 -2.641 -0.523 0.511 0.976
C 5.138 1.478 -1.138 0.183 0.806 0.214
N 3.809 -1.548 -0.401 0.835 -1.362 -0.066
C 3.314 -2.641 0.475 0.991 -0.456 -1.455
C 4.548 -1.956 -1.602 0.218 0.416 0.398
N 3.933 0.354 1.458 2.110 -0.974 -2.275
C 3.436 1.537 2.064 -0.688 1.188 0.654
C 5.302 0.015 1.893 -0.216 -0.855 1.329
H 3.392 2.053 -3.065 0.222 -0.514 0.153
H 2.125 0.978 -2.567 0.158 -0.159 -0.056
H 3.550 0.249 -3.280 0.311 -0.059 -0.134
H 5.305 1.960 -0.167 -0.155 -0.005 -0.121
H 5.237 2.253 -1.895 0.526 -0.110 -0.020
H 5.910 0.702 -1.216 -0.068 0.092 -0.421
H 2.710 -3.289 -0.160 -0.206 0.127 0.308
H 4.176 -3.258 0.778 -0.221 0.361 0.309
H 2.755 -2.265 1.315 -0.031 0.037 0.163
H 3.924 -2.300 -2.420 -0.365 0.255 -0.059
H 5.194 -1.130 -1.888 -0.152 -0.012 -0.412
H 5.219 -2.769 -1.376 0.244 -0.391 0.424
H 4.207 2.319 2.150 -0.103 -0.169 -0.095
H 2.600 1.958 1.486 0.341 -0.196 0.379
H 3.094 1.270 3.066 -0.063 0.460 -0.003
H 5.718 -0.881 1.419 -0.246 0.384 -0.589
H 5.192 -0.376 2.942 0.312 0.873 -0.553
H 6.040 0.856 1.848 -0.736 -0.559 0.017
```
Positions in Å, forces in eV/Å.

## Properties
highest occupied orbital energy (alpha / beta) = -9.8148 / -9.8429 eV
calculated total energy = -183419.0761 eV
lowest unoccupied orbital energy (alpha / beta) = -2.93 / -1.63 eV
multiplicity = 4

In elementary charge units, the Mulliken charges are: number 1, Cr, carries 1.22; number 2, N, carries -0.05; number 3, S, carries 0.84; number 4, O, carries -0.54; number 5, O, carries -0.59; number 6, F, carries -0.32; number 7, S, carries 0.79; number 8, O, carries -0.69; number 9, O, carries -0.56; number 10, F, carries 0.00; number 11, N, carries -0.16; number 12, S, carries 1.19; number 13, O, carries -0.66; number 14, O, carries -0.61; number 15, F, carries -0.22; number 16, S, carries 0.86; number 17, O, carries -0.65; number 18, O, carries -0.57; number 19, F, carries -0.06; number 20, N, carries 0.02; number 21, S, carries 1.01; number 22, O, carries -0.72; number 23, O, carries -0.51; number 24, F, carries -0.30; number 25, S, carries 1.11; number 26, O, carries -0.62; number 27, O, carries -0.61; number 28, F, carries 0.07; number 29, O, carries 0.24; number 30, P, carries -0.76; number 31, N, carries 1.01; number 32, C, carries -1.34; number 33, C, carries -1.15; number 34, N, carries 0.56; number 35, C, carries -1.17; number 36, C, carries -1.11; number 37, N, carries 0.67; number 38, C, carries -1.17; number 39, C, carries -1.23; number 40, H, carries 0.49; number 41, H, carries 0.04; number 42, H, carries 0.42; number 43, H, carries 0.23; number 44, H, carries 0.42; number 45, H, carries 0.35; number 46, H, carries 0.16; number 47, H, carries 0.46; number 48, H, carries 0.31; number 49, H, carries 0.43; number 50, H, carries 0.28; number 51, H, carries 0.23; number 52, H, carries 0.31; number 53, H, carries 0.44; number 54, H, carries 0.31; number 55, H, carries 0.45; number 56, H, carries 0.52; number 57, H, carries 0.09; number 58, O, carries 1.52; number 59, P, carries -2.09; number 60, N, carries 0.63; number 61, C, carries -0.51; number 62, C, carries -0.95; number 63, N, carries 0.57; number 64, C, carries -1.37; number 65, C, carries -0.91; number 66, N, carries 1.42; number 67, C, carries -1.33; number 68, C, carries -1.12; number 69, H, carries 0.34; number 70, H, carries -0.22; number 71, H, carries 0.21; number 72, H, carries 0.22; number 73, H, carries 0.45; number 74, H, carries 0.28; number 75, H, carries 0.56; number 76, H, carries 0.39; number 77, H, carries 0.18; number 78, H, carries 0.16; number 79, H, carries 0.32; number 80, H, carries 0.34; number 81, H, carries 0.40; number 82, H, carries 0.23; number 83, H, carries 0.28; number 84, H, carries 0.29; number 85, H, carries 0.33; number 86, H, carries 0.28